(1)
66
Properties=species:S:1:pos:R:3:forces:R:3 method="wB97M-V/def2-TZVPD" homo_energy_ev=-9.435 spin_multiplicity=1 total_energy_ev=-60127.541 homo_lumo_gap_ev=7.98
O 1.804 -3.139 3.304 -1.8262 -2.8082 -2.9503
C 1.274 -3.849 2.418 0.7459 1.1396 0.5497
C 0.047 -4.866 2.694 -1.8736 -0.2567 -2.2825
C -0.983 -5.001 1.705 2.6260 0.9399 1.2334
I -2.678 -6.379 1.933 1.4107 1.2826 -0.1930
C -0.895 -4.133 0.342 -0.9745 1.0331 -1.0318
O -1.894 -3.623 -0.223 3.5445 -2.2247 2.0410
C 0.609 -3.938 -0.215 2.5830 0.0302 -0.4981
C 0.940 -3.939 -1.745 2.6216 0.3416 3.1763
C 2.435 -3.790 -2.178 -1.0500 0.0555 3.7609
C 3.556 -3.617 -1.109 -3.3798 -0.3521 1.1770
C 3.222 -3.618 0.429 -3.1068 -0.2767 -2.3844
C 1.741 -3.784 0.872 0.3705 -0.2534 -2.9931
H -0.006 -5.514 3.645 0.2544 1.4671 -1.5384
H 0.086 -4.083 -2.486 1.4648 0.3068 1.1348
H 2.685 -3.813 -3.286 -0.2956 0.0694 1.7437
H 4.644 -3.478 -1.439 -1.8857 -0.2926 0.5461
H 4.017 -3.503 1.241 -1.2352 -0.1583 -1.4805
C -5.409 -2.633 -1.131 0.0252 0.1860 -0.0271
C -6.692 -2.097 -1.035 0.1115 0.2134 -0.0510
C -6.891 -0.731 -1.206 -0.0510 -0.2444 0.0397
C -5.805 0.106 -1.463 -0.0711 -0.3256 0.0889
C -4.518 -0.428 -1.535 -0.2283 -0.2939 0.0484
C -4.324 -1.801 -1.381 -0.0378 -0.2050 -0.0017
C -3.350 0.452 -1.758 0.7831 -0.4082 -0.0463
O -2.227 -0.020 -1.825 -0.2173 0.1770 0.0148
C -3.566 1.910 -1.889 0.0869 0.3987 -0.0220
C -2.469 2.760 -2.041 0.0165 0.2488 -0.0276
C -2.664 4.131 -2.178 -0.0582 -0.2080 0.0197
C -3.954 4.656 -2.173 -0.0818 -0.2029 0.0289
C -5.049 3.814 -2.015 0.1519 0.1886 -0.0205
C -4.857 2.440 -1.863 0.2212 0.3171 -0.0573
C -6.027 1.556 -1.661 -0.9609 0.3255 0.0302
O -7.156 2.016 -1.652 0.3378 -0.1035 -0.0059
H -5.255 -3.700 -1.006 0.0267 0.1225 -0.0019
H -7.537 -2.745 -0.828 0.0791 0.0811 -0.0310
H -7.893 -0.320 -1.135 0.2065 0.0982 -0.0601
H -3.326 -2.222 -1.449 -0.1104 0.2001 0.0368
H -1.461 2.358 -2.049 -0.2053 -0.0798 -0.0038
H -1.809 4.790 -2.291 -0.0839 -0.0877 0.0113
H -4.106 5.725 -2.287 0.0071 -0.1201 0.0141
H -6.052 4.230 -2.007 0.0782 -0.2239 0.0338
C 7.072 3.200 2.918 -0.1957 -0.0661 -0.0336
C 7.394 3.217 1.563 -0.2062 -0.0566 -0.0630
C 6.432 2.886 0.614 0.2356 0.0758 0.1089
C 5.147 2.524 1.020 0.3389 0.0840 0.1966
C 4.832 2.484 2.379 0.3839 0.1258 -0.0097
C 5.794 2.834 3.327 0.2403 0.0613 -0.0129
C 3.487 2.054 2.825 -0.2902 -0.0554 0.9349
O 3.210 2.022 4.012 0.1042 0.0314 -0.3116
C 2.487 1.656 1.809 -0.3104 -0.1478 -0.1637
C 1.235 1.194 2.216 -0.2322 -0.0894 -0.0966
C 0.284 0.831 1.268 0.2405 0.0991 0.0805
C 0.577 0.935 -0.090 0.1436 0.0522 -0.0632
C 1.826 1.390 -0.500 -0.2061 -0.0849 0.0651
C 2.787 1.742 0.449 -0.3289 -0.1087 -0.0216
C 4.125 2.190 0.003 0.1477 0.0398 -0.9656
O 4.384 2.279 -1.186 -0.0396 -0.0221 0.3266
H 7.820 3.467 3.657 -0.0898 -0.0309 -0.0708
H 8.395 3.491 1.245 -0.1133 -0.0214 0.0233
H 6.687 2.906 -0.441 -0.2077 -0.0334 0.1106
H 5.551 2.817 4.385 -0.1267 -0.0665 -0.1883
H 0.998 1.113 3.273 0.1978 0.0780 -0.1126
H -0.687 0.467 1.587 0.0984 0.0359 -0.0368
H -0.168 0.658 -0.830 0.0668 -0.0237 0.0958
H 2.050 1.465 -1.560 0.1292 0.0268 0.1863

---

(2)
5
Properties=species:S:1:pos:R:3:forces:R:3 method="wB97M-V/def2-TZVPD" homo_energy_ev=-9.625 relative_energy_kj_mol=173.5 spin_multiplicity=1 total_energy_ev=-32677.467 homo_lumo_gap_ev=7.80
P -0.270 0.045 0.156 1.5596 1.7981 -0.0822
S 0.057 -1.730 0.022 -0.2598 -4.3121 0.6514
Cl 2.038 0.678 0.082 -1.8322 0.6192 0.6613
H -0.363 0.502 -1.081 -0.5057 1.6251 -1.5662
H -1.462 0.504 0.820 1.0382 0.2697 0.3357

---

(3)
8
Properties=species:S:1:pos:R:3:forces:R:3 method="wB97M-V/def2-TZVPD" homo_energy_ev="-10.214 / -10.033" relative_energy_kj_mol=205.6 spin_multiplicity=1 total_energy_ev=-28430.419 homo_lumo_gap_ev="7.47 / 7.14"
N 1.432 -0.734 0.576 0.1912 0.2931 -0.4305
N -0.922 -0.409 -0.830 -0.1451 0.1066 3.6647
O -0.719 -0.326 1.741 -0.9573 0.4158 1.0634
S 0.094 -0.075 0.625 0.9075 0.0983 -4.5042
Cl 0.595 2.736 0.332 -0.5220 -2.1790 0.1772
H 2.076 -0.795 -0.239 -1.0746 0.5275 0.7808
H -1.919 -0.319 -0.456 1.8081 0.2586 -1.3536
H -0.637 -0.078 -1.750 -0.2078 0.4791 0.6021

---

(4)
4
Properties=species:S:1:pos:R:3:forces:R:3 method="wB97M-V/def2-TZVPD" homo_energy_ev=-17.912 relative_energy_kj_mol=54.9 spin_multiplicity=1 total_energy_ev=-2278.764 homo_lumo_gap_ev=12.52 charge=+1
O 0.447 0.238 0.254 -1.3851 -1.0003 -0.4310
H -0.299 0.073 0.874 1.0319 0.1575 0.0855
H 0.983 -0.586 0.285 -0.2928 0.7296 0.0772
Li -1.131 0.275 -1.413 0.6460 0.1132 0.2683

---

(5)
53
Properties=species:S:1:pos:R:3:forces:R:3 method="wB97M-V/def2-TZVPD" homo_energy_ev=-6.281 spin_multiplicity=1 total_energy_ev=-62034.851 homo_lumo_gap_ev=5.11
C 5.067 1.168 -0.516 -0.0169 0.2561 -0.0476
C 4.156 1.945 -1.470 0.4183 0.1934 0.1201
C 2.814 2.119 -0.904 -1.8524 2.3053 1.8187
O 2.373 3.115 -0.314 1.0255 -2.2845 -1.6931
O 2.035 1.000 -1.040 0.0667 -0.3003 -0.5267
C 0.871 1.182 -1.826 -0.3119 0.1515 0.9114
C -0.324 1.607 -0.921 0.4292 -0.2996 -0.8490
P -1.831 0.652 -1.048 0.2241 -0.6082 0.3765
C -3.373 1.608 -1.063 0.5635 -0.1223 -0.2020
C -3.474 2.731 -0.059 -0.8071 0.4256 -0.0467
O -4.818 3.076 0.152 0.1839 0.3614 0.3409
C -2.702 3.987 -0.517 0.2656 0.2355 0.0688
F -2.336 3.871 -1.818 -0.1921 0.4339 0.0248
F -1.545 4.070 0.179 -0.4686 0.3426 -0.0155
F -3.398 5.117 -0.366 0.5933 -0.6944 -0.0937
B -1.845 -0.688 0.440 0.0503 -0.5319 -0.4409
N -2.524 -1.860 0.208 -0.7784 0.1554 0.9994
O -1.062 -0.359 1.471 0.4777 0.9568 -0.1391
C -1.883 -0.262 -2.683 0.1864 -0.0881 -0.3730
F -3.154 -0.638 -2.916 0.2682 -0.1449 0.0570
F -1.085 -1.335 -2.664 -0.4659 0.3763 0.0320
F -1.495 0.522 -3.705 -0.1308 -0.0400 0.2416
H 5.889 1.788 -0.216 0.4355 0.3020 0.1885
H 4.551 0.872 0.377 -0.2619 -0.2813 0.4379
H 5.470 0.298 -0.988 0.1689 -0.5885 -0.2247
H 4.092 1.449 -2.421 -0.1810 -0.3003 -0.4081
H 4.529 2.932 -1.644 0.3828 0.6056 -0.0723
H 0.726 0.273 -2.376 -0.1200 -0.5506 -0.0407
H 1.012 1.967 -2.543 0.1987 0.4377 -0.4504
H -0.014 1.482 0.097 0.1708 -0.0729 0.7017
H -0.516 2.643 -1.083 -0.1251 0.5361 -0.0612
H -3.541 1.964 -2.062 -0.1229 0.2947 -0.5645
H -4.141 0.890 -0.850 -0.4185 -0.4959 0.2222
H -3.069 2.443 0.896 0.3857 -0.1052 0.5121
H -5.402 2.541 -0.374 -0.3308 -0.2393 -0.3484
H -2.525 -2.535 0.980 0.3640 -0.2786 -0.3037
H -3.388 -1.861 -0.304 0.0621 -0.3855 -0.5272
H -1.462 -0.159 2.313 0.0507 -0.4336 0.6088
C 1.975 -1.832 1.352 0.1402 -0.1024 0.0069
C 1.403 -3.098 0.713 -0.0093 0.0895 -0.6840
O 1.556 -4.301 1.399 0.2002 0.2825 0.7280
C 0.474 -4.602 2.376 -0.2255 -0.1941 -0.1133
O -0.735 -4.347 1.980 -0.2730 0.2885 -0.2485
C 0.761 -3.917 3.742 0.3298 0.0068 -0.0116
F 2.074 -3.845 4.076 -0.0378 0.0437 -0.0445
F 0.171 -4.634 4.715 -0.1063 -0.2263 0.2634
F 0.269 -2.666 3.880 0.0047 0.2668 -0.1674
H 2.988 -2.005 1.717 0.0581 -0.0500 -0.0122
H 2.017 -1.035 0.603 -0.0011 -0.0405 -0.0307
H 1.381 -1.466 2.180 -0.1434 -0.0359 0.2116
H 1.917 -3.233 -0.249 -0.0249 -0.0499 0.0399
H 0.341 -2.972 0.490 -0.2113 0.1629 -0.0237
H 0.731 -5.663 2.603 -0.0878 0.0345 -0.1475

---

(6)
92
Properties=species:S:1:pos:R:3:forces:R:3 method="wB97M-V/def2-TZVPD" homo_energy_ev="-10.859 / -10.840" relative_energy_kj_mol=0.0 spin_multiplicity=8 total_energy_ev=-96218.377 homo_lumo_gap_ev="8.09 / 7.43" charge=+1
Gd 0.580 1.115 0.126 0.6036 0.0440 0.2164
O -0.942 2.171 1.599 -0.4097 0.4295 0.3460
C -1.584 1.903 2.622 -0.1016 -0.0696 0.0183
C -1.653 0.629 3.259 0.2829 -0.3199 -0.1505
C -2.464 0.506 4.396 -0.1733 0.0395 0.1462
C -2.610 -0.703 5.017 0.2314 0.0245 -0.3617
C -1.949 -1.841 4.522 -0.1280 0.0166 0.1600
C -1.142 -1.745 3.427 0.1018 0.0119 -0.1221
C -0.936 -0.510 2.750 -0.3081 0.1151 0.3192
O -0.149 -0.447 1.742 0.2360 -0.0911 -0.3953
N -3.460 -0.814 6.194 -0.1402 0.0278 0.2906
O -4.047 0.186 6.565 0.0731 -0.1275 -0.0798
O -3.527 -1.900 6.737 0.0002 0.1002 -0.1020
H -2.195 2.697 3.079 0.0704 0.0297 0.0211
H -2.982 1.370 4.795 -0.0141 -0.0007 -0.0274
H -2.097 -2.785 5.028 0.0115 -0.0034 0.0003
H -0.635 -2.623 3.044 0.0023 0.0126 -0.0008
C 0.868 4.508 0.805 -0.0889 0.2539 -0.2708
C 0.377 4.745 -0.625 0.0903 -0.1863 0.0570
C 1.448 4.370 -1.649 -0.2109 0.1059 0.1214
C -0.976 4.072 -0.910 -0.1259 0.2505 -0.0222
C -1.744 4.768 -2.048 0.1548 0.0288 0.1706
O -2.124 3.697 -2.920 -0.1825 -0.0334 -0.1084
C -1.612 2.560 -2.430 0.1653 0.0825 0.2521
N -0.922 2.657 -1.354 0.3387 -0.1070 0.1343
C -2.018 1.371 -3.209 -0.1269 -0.1849 -0.2205
C -2.444 1.621 -4.519 0.0514 0.1378 0.0419
C -3.004 0.630 -5.298 -0.0179 -0.0592 0.0018
C -3.201 -0.633 -4.759 -0.0105 0.0121 -0.0196
C -2.772 -0.898 -3.472 0.0962 0.0410 0.0479
C -2.142 0.072 -2.693 0.1469 0.0788 0.1379
P -1.417 -0.466 -1.087 -0.5886 -0.8582 -0.8707
C -0.267 -1.789 -1.660 -0.0095 0.0767 0.1009
C 0.220 -1.882 -2.963 -0.0416 0.0406 0.0909
C 1.087 -2.905 -3.317 0.0146 0.0384 -0.0762
C 1.479 -3.847 -2.379 0.0005 -0.0033 0.0431
C 1.035 -3.736 -1.069 -0.0101 -0.0539 -0.1073
C 0.185 -2.703 -0.705 -0.0990 -0.0027 0.0075
C -2.775 -1.419 -0.324 0.1393 0.1939 0.2010
C -3.606 -0.720 0.551 0.0378 0.0252 -0.0392
C -4.668 -1.356 1.172 -0.0423 0.0083 0.0181
C -4.907 -2.700 0.924 -0.0073 0.0222 0.0150
C -4.078 -3.404 0.063 0.0030 -0.0775 -0.0313
C -3.010 -2.773 -0.556 0.0227 0.1000 0.0259
H 1.685 5.191 1.036 0.0835 -0.0942 -0.0025
H 1.257 3.497 0.948 0.1177 -0.0073 0.1331
H 0.071 4.674 1.528 0.0278 -0.0738 0.0441
H 0.176 5.818 -0.709 0.0040 0.0157 -0.0120
H 1.757 3.327 -1.524 0.0497 0.0030 -0.0924
H 2.328 4.997 -1.516 0.0401 -0.0304 -0.0338
H 1.089 4.494 -2.673 0.0534 -0.0303 -0.0209
H -1.558 4.098 0.014 -0.0222 -0.0492 -0.0220
H -1.130 5.474 -2.608 0.0103 -0.0555 -0.0309
H -2.647 5.269 -1.708 -0.0046 -0.0029 -0.0397
H -2.338 2.620 -4.918 -0.0267 -0.0274 -0.0100
H -3.309 0.849 -6.312 -0.0097 0.0006 0.0044
H -3.678 -1.411 -5.341 0.0004 0.0027 0.0048
H -2.912 -1.886 -3.059 0.0050 -0.0716 -0.0150
H -0.067 -1.154 -3.707 -0.0735 0.0009 -0.0561
H 1.447 -2.968 -4.336 -0.0016 -0.0092 0.0122
H 2.126 -4.666 -2.666 0.0177 0.0175 -0.0013
H 1.346 -4.469 -0.335 -0.0631 -0.0190 -0.0472
H -0.161 -2.613 0.319 0.0024 -0.0404 -0.0136
H -3.415 0.331 0.743 -0.0170 -0.0027 0.0172
H -5.308 -0.807 1.851 0.0061 0.0061 -0.0064
H -5.737 -3.199 1.407 0.0105 -0.0080 0.0014
H -4.260 -4.453 -0.131 -0.0054 0.0053 0.0235
H -2.353 -3.338 -1.204 -0.0272 -0.0169 -0.0281
C 3.826 -3.323 2.521 -0.0616 0.1115 -0.0842
C 3.045 -2.728 1.349 0.1066 -0.0309 0.2705
N 2.628 -1.352 1.584 0.2532 -0.1380 -0.0651
C 3.427 -0.280 1.528 -0.0164 -0.1696 0.0718
S 2.810 1.235 2.014 -0.0647 0.4459 -0.0803
N 4.686 -0.431 1.122 -0.0841 0.0189 -0.1901
C 5.594 0.663 0.772 0.1183 -0.0234 0.0015
C 6.560 0.202 -0.309 -0.1079 -0.0060 0.0963
H 4.070 -4.366 2.320 0.0197 0.0017 0.0043
H 3.221 -3.276 3.427 0.0242 -0.0316 0.0186
H 4.752 -2.781 2.710 0.0137 -0.0178 0.0176
H 2.139 -3.307 1.191 0.0846 0.1147 -0.0053
H 3.619 -2.776 0.420 -0.0762 -0.0629 -0.0535
H 1.706 -1.188 1.966 -0.1615 0.0450 0.0383
H 4.994 -1.354 0.857 -0.0256 -0.0124 0.0446
H 6.131 0.990 1.664 -0.0205 0.0320 -0.0086
H 4.996 1.499 0.418 -0.0437 0.0108 0.0373
H 7.233 -0.577 0.054 -0.0099 -0.0016 0.0054
H 7.167 1.043 -0.637 0.0258 -0.0299 -0.0133
H 6.007 -0.184 -1.168 0.0483 0.0351 -0.0395
C 2.242 0.494 -1.609 0.3700 -0.3375 -0.5863
H 3.197 1.031 -1.619 -0.1790 0.2306 0.3535
H 1.830 0.610 -2.620 -0.2411 0.0990 0.1534
H 2.496 -0.572 -1.524 -0.1878 0.0337 0.2247